Formula: C43H128N20O21
Source: OMol25
Level of theory: ωB97M-V/def2-TZVPD

Geometry as XYZ:
```
212
Properties=species:S:1:pos:R:3:forces:R:3
C -4.9705 3.6028 -2.2334 1.1510 0.5208 -0.8703
C -4.6563 2.9624 -3.6125 -1.8186 2.1617 -0.9953
C -5.9239 2.4274 -4.2110 -0.5377 -2.6670 0.0096
O -4.3259 3.9819 -4.5728 0.9142 0.7264 1.4096
H -4.9451 2.8094 -1.4864 -0.0646 0.3546 0.2749
H -5.8374 4.2573 -2.1434 -0.6581 -0.7451 -0.4617
H -4.2114 4.3737 -2.1007 0.7152 -0.4332 0.5296
H -3.8641 2.2266 -3.4737 0.0476 -0.0807 -0.2078
H -5.8997 2.1570 -5.2666 0.6440 0.4909 -0.2786
H -6.8324 3.0184 -4.0947 0.3184 0.1499 0.4357
H -6.0325 1.4255 -3.7958 -0.8880 -0.2089 0.5631
H -3.8833 3.5849 -5.3265 0.3168 -0.1534 -0.4614
C 1.3949 3.7028 -6.2695 0.6852 -0.5100 -0.4916
C 2.2472 2.6541 -5.5245 -0.0067 0.6944 -1.6531
C 3.5119 3.1621 -4.9389 1.4723 -0.0917 -0.6116
O 1.5184 2.0909 -4.5081 -1.3769 0.2245 2.3184
H 0.9737 4.4437 -5.5899 -0.0786 -0.1459 0.0779
H 0.6226 3.2076 -6.8580 -0.3463 -0.0040 0.3478
H 1.9817 4.2243 -7.0256 0.2681 0.1613 0.0972
H 2.4974 1.7866 -6.1353 0.2170 0.4680 -0.9210
H 4.3142 3.3297 -5.6575 -0.3289 0.6447 -0.6354
H 3.9679 2.2816 -4.4863 -0.1688 0.3359 1.2180
H 3.3717 4.0757 -4.3612 0.1724 -0.3454 0.5051
H 1.3352 1.2034 -4.8250 -0.3957 -0.6532 0.2928
C 3.1783 1.1517 -0.1396 0.4478 0.0249 1.0917
C 3.9370 0.9041 -1.4308 -2.2339 0.7662 1.4009
C 5.1019 -0.0008 -1.2024 0.2955 -0.1075 -0.0271
O 2.8642 0.4013 -2.2455 1.1347 -1.0724 -1.2675
H 3.8723 1.5703 0.5893 -0.3654 0.6118 0.2788
H 2.7583 0.2697 0.3438 0.3670 -0.6080 -0.3818
H 2.2694 1.7239 -0.3258 0.4396 0.6307 0.0689
H 4.2602 1.8901 -1.7646 0.1821 -0.0520 -0.5339
H 5.6598 -0.2010 -2.1172 -0.0871 -0.3696 0.2226
H 4.7948 -0.8871 -0.6471 0.0035 -0.3468 -0.4406
H 5.7907 0.5108 -0.5301 0.0313 0.1977 -0.0279
H 2.3898 1.1433 -2.6276 -0.1914 0.4387 -0.3569
C -2.2120 -7.2505 2.5555 0.1228 0.0145 -0.3264
C -2.0147 -7.4907 1.0578 -0.1564 -0.3536 -0.1786
C -1.1432 -6.4473 0.3823 0.1839 -0.0163 0.6856
O -1.4410 -8.7773 0.7687 0.5373 0.0002 0.2650
H -2.6681 -6.2771 2.7364 -0.3341 -0.0423 -0.1056
H -1.2690 -7.2191 3.1013 0.1132 -0.2756 -0.1781
H -2.8345 -8.0422 2.9725 -0.0504 0.0850 0.1439
H -2.9717 -7.5667 0.5417 -0.4252 0.7315 0.2495
H -0.0967 -6.6888 0.5687 0.1457 -0.3834 -0.3871
H -1.2306 -5.4865 0.8897 -0.5352 0.2220 -0.3183
H -1.3756 -6.3889 -0.6810 0.2839 0.1518 0.0586
H -2.1103 -9.4401 0.9538 0.0082 -0.0813 0.0563
C -0.0058 3.8526 0.4323 -0.2595 0.8182 1.2874
C -1.0570 3.9511 -0.6506 2.4525 2.4346 -0.7788
C -0.4522 4.1294 -2.0446 -0.5598 0.1828 -0.3043
O -1.7139 2.7695 -0.6886 -2.0315 -3.0078 -0.0823
H 0.5127 4.7689 0.7149 -0.1399 0.1849 -0.5217
H 0.7429 3.0613 0.3953 -0.1431 -0.0891 -0.6144
H -0.6257 3.6475 1.3051 0.1545 -0.0719 0.5531
H -1.7754 4.7107 -0.3423 0.1646 0.5985 -0.3132
H 0.1290 5.0253 -2.2628 0.4176 -0.0888 0.7128
H -1.2112 4.1913 -2.8245 -0.3893 -0.3661 0.1093
H 0.1214 3.2177 -2.2114 0.3219 0.1590 -0.2969
H -2.4191 2.8268 -0.0398 -0.3483 -0.2872 -0.0587
C -3.0144 0.0167 -1.7255 -2.0715 0.8876 -0.4693
C -3.6405 -1.3103 -2.0996 -0.8413 0.0162 0.1163
C -4.4688 -1.5041 -3.4316 0.8215 1.1743 0.0771
O -2.5107 -2.1171 -2.1432 0.8353 -1.8077 -0.6178
H -2.4611 0.4206 -2.5733 0.2853 0.0011 0.1191
H -2.4349 -0.0140 -0.8028 -0.1798 -0.4904 -0.3074
H -3.8424 0.6990 -1.5334 0.0615 0.4326 -0.0246
H -4.2385 -1.7139 -1.2824 -0.5003 0.5258 0.3056
H -5.0514 -2.4200 -3.5313 0.4737 -0.3798 0.4960
H -3.7152 -1.4537 -4.2175 -0.0194 -0.2367 -0.2741
H -5.2010 -0.7478 -3.7145 0.0984 0.4570 0.5586
H -2.8895 -2.9788 -2.3319 0.6727 -0.6473 -0.1056
C 3.0639 -1.1500 2.8881 1.1808 -0.2159 0.4633
C 3.8461 -1.8724 4.0304 0.7251 -0.9684 -0.8854
C 4.6883 -3.1345 3.5420 -2.3705 0.2824 -0.2204
O 4.7853 -1.0029 4.6459 -0.3826 0.5503 0.1111
H 2.3853 -1.7748 2.3075 -0.0755 -0.0850 0.2749
H 3.8090 -0.7641 2.1924 0.1934 -0.0490 -0.3001
H 2.5597 -0.2551 3.2529 -0.2918 -0.1848 0.2252
H 3.1381 -2.1420 4.8141 0.0716 -0.2581 0.0309
H 3.9952 -3.8447 3.0910 -0.3339 -0.0375 -0.2852
H 5.1004 -3.7376 4.3510 0.5605 0.6688 0.0862
H 5.3553 -2.8814 2.7179 0.4361 0.1902 0.4389
H 5.1603 -0.4773 3.9355 0.2757 0.1654 0.0181
C 5.1428 6.2726 -1.4758 -1.4098 -1.4759 -1.4376
C 4.0652 5.8966 -0.4422 2.4424 1.4256 0.6659
C 3.3516 4.6417 -0.7084 -0.7835 -0.5740 -2.5645
O 4.7549 5.8473 0.8170 -0.3414 0.9437 -1.0889
H 4.7422 6.0830 -2.4716 -0.7921 0.0806 -0.3515
H 5.8518 5.4454 -1.5085 1.1829 0.8459 0.6538
H 5.3559 7.3353 -1.5912 0.9723 -0.2724 0.9573
H 3.3563 6.7154 -0.5654 -0.4197 0.2418 0.8691
H 3.3666 4.6029 -1.7976 -0.3348 -0.1603 -0.5257
H 2.2840 4.7696 -0.5295 0.1932 -0.7573 0.7572
H 3.8360 3.6858 -0.5093 -0.1860 0.2717 1.0369
H 4.3926 5.1152 1.3213 -0.2921 -0.0652 0.7462
C 0.7327 -5.1690 3.4809 -0.8065 1.4220 -0.5002
C 1.2644 -6.3806 4.1203 2.2940 -0.5262 0.6475
C 2.8113 -6.5556 4.0405 -1.4314 -1.0855 -2.5245
O 1.1198 -6.2433 5.4993 -1.6058 0.4939 2.0242
H 0.8137 -5.1391 2.3943 0.3442 -0.2035 0.0061
H 1.1849 -4.2707 3.9013 0.3300 0.0680 -0.0783
H -0.3343 -5.0611 3.6754 -0.1633 -0.1275 0.1443
H 0.6777 -7.2285 3.7670 0.4307 -0.4622 -0.1710
H 3.0911 -7.4270 4.6325 0.2598 0.4093 0.5821
H 3.3427 -5.6171 4.1978 -0.0443 -0.3491 0.3102
H 2.9829 -6.9487 3.0384 0.6193 0.4178 -0.4250
H 1.6998 -6.8738 5.9325 -0.1404 0.0195 0.0106
C 2.4517 -3.7708 -0.1539 -0.4125 0.5049 -1.3046
C 2.3479 -5.0769 -1.0070 0.9094 0.9243 0.4217
C 3.2589 -5.1328 -2.2373 -0.5945 0.6458 -0.4089
O 2.8500 -6.0940 -0.1986 0.0986 -1.3476 1.0491
H 3.4521 -3.4521 0.1387 0.4924 -0.7605 -0.0755
H 1.8712 -3.7800 0.7687 -0.2621 -0.2592 -0.2347
H 2.1592 -2.9176 -0.7659 -0.5546 0.2042 -0.0063
H 1.3199 -5.3448 -1.2508 -0.0822 0.2597 0.0377
H 4.2542 -4.8163 -1.9254 0.1579 0.1532 -0.1424
H 2.9227 -4.5206 -3.0742 0.0820 0.2668 0.0518
H 3.3329 -6.1521 -2.6162 -0.1440 -0.0643 0.1913
H 3.7973 -5.9486 -0.2542 0.2576 -0.4261 0.4653
C -0.5085 -1.9519 -5.7511 -0.5337 -1.0949 0.4746
C 0.1106 -1.0582 -4.6959 0.3685 -2.0327 1.4416
C 0.8567 -1.8087 -3.5451 -1.9708 -0.7214 0.3852
O 1.0407 -0.2530 -5.2602 0.6326 1.4670 -1.3283
H 0.0104 -2.8503 -6.0854 0.8589 0.1525 0.3083
H -0.7037 -1.4198 -6.6822 -0.4195 0.1443 0.1882
H -1.3712 -2.3888 -5.2482 -0.6553 0.1671 -0.5441
H -0.7058 -0.4723 -4.2739 0.1108 0.3094 0.1298
H 0.2273 -2.6215 -3.1827 -0.0785 -0.5214 -0.2856
H 0.9293 -1.2458 -2.6145 0.6268 0.6111 -0.5571
H 1.8142 -2.2323 -3.8482 0.0289 0.2716 -0.0902
H 1.7249 -0.8059 -5.6446 0.8197 0.3405 -0.4118
C -1.2860 7.3187 1.6142 1.9520 -0.1076 -2.0561
O -0.1120 7.1770 1.9314 -0.0319 -0.1705 0.3154
N -1.6484 7.8648 0.4338 0.1662 1.6459 -2.4219
N -2.3217 6.8252 2.2150 -2.2528 -1.7502 3.1298
H -1.0094 7.7372 -0.3379 0.1101 0.4305 0.3061
H -2.6165 7.9207 0.1514 0.2629 -0.2190 0.1622
H -3.2737 7.0025 1.9281 0.4305 -0.2885 0.0862
H -2.1106 6.0750 2.8574 -0.5301 0.1025 0.6455
C 4.4708 -0.5774 -5.6652 -1.1066 0.8405 -1.8970
O 3.4746 -0.3251 -6.3575 -0.0626 -0.6147 0.6771
N 4.6936 -0.3622 -4.3993 -0.6498 0.4364 2.1117
N 5.5941 -1.0170 -6.1895 2.4409 -1.4980 -2.8758
H 5.6827 -0.4331 -4.2078 -0.8169 0.3965 1.2636
H 3.9230 -0.0917 -3.8051 0.2325 0.1935 0.8289
H 5.6089 -1.2078 -7.1812 0.1991 -0.0154 0.2897
H 6.3680 -1.2995 -5.6053 -0.1823 -0.1267 -0.6069
C 0.4128 -0.5260 5.4288 0.6094 -3.0426 0.3943
O 0.2401 0.5858 5.1388 -0.6407 6.0614 -1.9533
N 0.9503 -0.9494 6.5110 2.4980 -0.5380 6.8468
N 0.2125 -1.5632 4.6937 -1.8273 -3.0847 -4.5729
H 1.3460 -0.3144 7.1895 -0.4000 -0.0529 -0.0300
H 0.8851 -1.9201 6.7821 0.3749 0.3849 -0.0737
H 0.2465 -1.4013 3.6974 -0.6432 -0.4802 -0.3038
H 0.1688 -2.4976 5.0747 0.1525 0.2667 -0.5402
C -3.2700 -3.0649 2.1895 -5.3504 -2.0203 -0.0513
O -4.3510 -3.5704 2.4297 -2.0708 -1.4357 -0.0991
N -2.8430 -2.8303 1.0193 1.9363 0.5977 -6.8201
N -2.5511 -2.5926 3.0849 4.7089 2.8756 5.4997
H -3.4441 -2.9548 0.2172 0.4036 -0.2469 0.3301
H -1.8898 -2.5211 0.8932 -0.1457 0.0710 -0.3956
H -3.0129 -2.4590 3.9732 0.4154 0.0437 0.4340
H -1.9107 -1.8946 2.7347 0.3492 0.0612 0.8867
C -3.4996 -1.5533 6.7482 -1.8781 1.4606 -8.1407
O -3.3413 -2.2578 5.7475 0.0190 -0.4905 0.2499
N -4.0445 -0.3555 6.6519 -1.0669 3.1785 -0.5820
N -3.2643 -1.8916 7.9007 2.7333 -3.7816 8.2812
H -4.4913 -0.0672 5.7932 0.4341 0.2046 0.0384
H -4.1057 0.2427 7.4634 -0.3207 -0.0775 -0.3478
H -2.9318 -2.8445 7.9386 0.3488 0.1829 0.7232
H -3.0549 -1.2174 8.6230 -0.1651 -0.5129 0.0553
C 2.6832 3.9278 3.0401 3.9217 1.2757 -0.9453
O 3.8263 4.2967 2.7148 -0.7082 -0.1127 0.3202
N 1.5597 4.5554 2.9787 -3.0754 3.3152 -0.7096
N 2.4397 2.7669 3.5378 0.6150 -4.1992 1.2859
H 1.4948 5.5514 2.8244 -0.3787 -0.1579 -0.3745
H 0.7873 3.9108 2.8893 -0.4992 1.2138 -0.0105
H 3.2402 2.1515 3.5604 -0.7074 -0.4621 0.4372
H 1.5028 2.6571 3.8986 0.6758 -1.2727 0.4048
C -6.1953 0.3633 4.1113 -2.0513 -0.8351 -3.0848
O -5.3077 1.1358 4.1318 4.3988 2.6520 1.1170
N -7.2528 0.4021 4.8472 -2.7660 0.1592 3.9430
N -6.4215 -0.4263 3.0727 0.7185 -1.6702 -2.4607
H -7.1500 0.8552 5.7440 -0.6964 -0.2154 -0.0542
H -8.0303 -0.1748 4.5595 0.0012 0.4034 0.8949
H -7.1356 -1.1404 3.0837 0.5312 0.1144 -0.4269
H -5.8877 -0.1745 2.2530 -0.1751 -0.7940 0.0109
C -0.1766 -0.1227 0.9615 -2.9757 -0.0278 1.5261
O -0.0999 -1.1938 1.5606 1.0649 -0.4633 0.7200
N -0.0939 0.0147 -0.3313 1.3586 -0.5787 -4.1804
N -0.7061 1.0045 1.5002 0.2888 -0.0868 1.1852
H -0.7486 0.5951 -0.8358 0.4520 0.4592 0.3285
H 0.2051 -0.7678 -0.8955 0.0953 -0.0790 0.4068
H -0.8947 1.7476 0.8426 -0.1786 -0.0303 0.4607
H -1.2550 0.8578 2.3352 0.1459 0.4253 0.0779
C -2.6325 1.8432 -7.0193 -0.6760 0.7876 -0.3132
O -2.8812 3.0103 -6.9129 0.0606 3.3525 1.5995
N -1.7860 1.1627 -6.2653 1.4174 -1.3510 1.3224
N -3.3166 1.2217 -7.9526 -1.0550 -3.5897 -2.6510
H -1.6430 0.1659 -6.3428 -0.1742 0.3702 -0.0819
H -1.3241 1.6196 -5.4920 0.0100 0.1941 -0.3340
H -4.0021 1.6847 -8.5320 0.4790 0.3677 0.4625
H -3.0102 0.3274 -8.3083 -0.1589 0.0275 0.1215
C -1.8880 3.1996 4.7896 0.0898 2.3499 -0.7982
O -2.2843 4.2569 4.2992 -0.8419 0.1075 -0.7530
N -2.5904 2.0647 4.8934 -0.3850 -0.9360 0.0936
N -0.6453 3.1329 5.2587 1.3613 -0.5915 0.8893
H -3.3634 1.8787 4.2704 -0.3102 0.1309 0.6258
H -2.4255 1.5323 5.7356 -0.2164 -0.4110 -0.6103
H -0.2762 2.1956 5.3324 0.5529 0.1322 0.3613
H -0.0660 3.9575 5.3262 -0.3341 -0.1479 -0.1008
```
Forces are in eV/Å.

**E**: -4390.37902 a.u.
**HOMO energy**: -0.3145 hartree
**Orbital gap**: 0.318 hartree